DFT (ωB97M-V with the def2-TZVPD basis set) results for a cluster of 7 separate species, C21H55NO7S6 in total.

Last column: Mulliken spin population.
Positions of all 90 atoms, in Å:
C -3.64599 0.96544 2.30561  0.023
C -2.36475 0.65257 3.12834  -0.007
C -1.23994 1.61412 2.52419  0.003
C 0.02569 1.66641 3.32879  -0.013
C -0.34188 2.13948 4.75410  0.019
C -1.43983 1.27474 5.48577  -0.022
N -2.58629 0.96643 4.60941  0.737
O -3.68657 0.33940 5.17345  0.062
C -0.87284 0.07859 6.24107  0.073
C -2.11236 2.14638 6.58705  0.054
C -1.99533 -0.77582 2.97442  0.069
H -4.29386 0.09844 2.17651  0.000
H -3.34435 1.25386 1.29867  0.000
H -4.14658 1.84077 2.71950  -0.004
H -0.81984 1.13356 1.64063  0.002
H -1.58664 2.61012 2.24873  -0.002
H 0.90248 2.26295 3.07685  0.000
H 0.35406 0.62975 3.40374  0.003
H -0.76524 3.14294 4.71017  -0.006
H 0.63142 2.17720 5.24337  -0.002
H -0.33010 0.24831 7.17097  0.001
H -1.63311 -0.69362 6.35847  -0.002
H -0.04847 -0.37628 5.69187  -0.003
H -1.42394 2.52103 7.34455  0.003
H -2.80109 2.93404 6.28152  -0.006
H -2.85218 1.59341 7.16585  -0.001
H -1.79343 -0.94806 1.91722  0.012
H -2.60791 -1.59613 3.34850  -0.003
H -1.12001 -0.91834 3.60815  -0.004
H -4.35965 1.01619 5.07092  0.013
C 3.05575 -7.40841 -4.00899  0.000
S 1.24786 -7.22605 -3.72077  0.000
O 1.06833 -7.63103 -2.24751  0.000
C 1.12714 -5.41448 -3.68910  0.000
H 3.69243 -7.89896 -3.27271  0.000
H 3.40497 -6.40965 -4.27093  0.000
H 3.05476 -7.86278 -4.99977  0.000
H 1.34271 -4.98593 -4.66787  0.000
H 1.83169 -4.94691 -3.00128  0.000
H 0.09128 -5.16760 -3.45644  0.000
C 1.72619 -2.40152 -5.17112  0.000
S 2.35681 -0.72571 -5.37696  0.000
O 1.31744 0.22219 -4.65184  0.000
C 3.89729 -0.97008 -4.41438  0.000
H 1.49048 -2.57137 -4.12055  0.000
H 2.48509 -3.12085 -5.47890  0.000
H 0.79734 -2.56992 -5.71609  0.000
H 3.78894 -1.64796 -3.56772  0.000
H 4.10034 0.03798 -4.05287  0.000
H 4.73675 -1.34198 -5.00183  0.000
C -0.59213 4.39628 0.28630  0.000
S 0.92374 3.72879 -0.48392  0.000
O 1.00946 2.28770 0.06682  0.000
C 2.12886 4.63508 0.61135  0.000
H -1.36913 3.64134 0.16610  0.000
H -0.65708 5.43912 -0.02410  0.000
H -0.50353 4.39844 1.37269  0.000
H 2.98203 4.98672 0.03123  0.000
H 2.59594 4.00666 1.36967  0.000
H 1.60098 5.45375 1.10044  0.000
C -1.69165 3.36869 -3.77064  0.000
S -2.38620 1.83396 -2.93186  0.000
O -3.74219 2.31144 -2.61232  0.000
C -2.32420 0.97488 -4.56965  0.000
H -1.63269 4.10505 -2.96914  0.000
H -2.44438 3.79283 -4.43518  0.000
H -0.67717 3.20724 -4.13513  0.000
H -2.49267 1.52306 -5.49659  0.000
H -3.08582 0.19625 -4.61181  0.000
H -1.42703 0.40019 -4.79967  0.000
C -2.25513 -1.69856 -0.89246  0.001
S -0.40309 -1.95818 -1.14801  0.000
O -0.42982 -2.76153 -2.43340  0.000
C 0.06764 -0.25538 -1.70323  0.000
H -2.62918 -2.35180 -0.10413  0.000
H -2.78428 -1.90071 -1.82371  0.000
H -2.58978 -0.69924 -0.61415  0.000
H 0.00205 -0.15084 -2.78623  0.000
H 1.12193 0.01069 -1.77921  0.000
H -0.62868 0.48200 -1.30386  0.000
C 3.78646 0.51132 -0.03277  0.000
S 3.18604 -1.19753 0.25452  0.000
O 4.24811 -1.79708 1.15513  0.000
C 1.93553 -0.90723 1.47281  0.000
H 3.88922 0.68752 -1.10351  0.000
H 4.79139 0.80480 0.27071  0.000
H 3.16741 1.34016 0.31061  0.000
H 2.34180 -0.44182 2.37082  0.000
H 1.66547 -1.88600 1.86926  0.000
H 0.98652 -0.47520 1.15524  0.000

Atomic forces in eV per Å
0.3 0.0 0.3
-1.1 2.6 -1.0
0.9 -0.7 -0.4
-0.8 -0.3 2.7
-0.5 -0.6 -0.7
0.1 2.1 1.8
1.1 -1.9 -1.4
1.9 0.8 -0.4
0.7 -1.7 -1.0
-1.2 0.1 1.0
1.4 -1.4 1.0
-0.2 0.2 0.4
0.1 0.0 0.0
-0.3 -0.1 0.0
-1.0 0.0 -0.8
-0.5 -0.2 0.2
-0.5 0.0 -1.0
0.5 0.0 0.1
0.2 0.2 -0.1
-0.5 -0.1 1.0
-0.8 0.8 0.3
0.0 0.1 0.4
-0.2 -0.2 -0.7
0.3 0.1 -0.5
0.7 0.6 -0.8
0.4 -0.8 0.1
0.2 -0.1 0.1
-0.9 0.6 -0.1
0.7 -0.3 -0.6
-1.0 0.1 -0.1
-0.6 1.1 -1.8
0.6 -0.3 3.2
-0.2 0.4 -2.0
0.1 0.1 -0.6
-0.7 0.0 0.1
0.3 0.1 0.5
0.5 -0.7 0.2
-0.1 -0.3 -0.3
-0.2 -0.4 0.4
0.1 0.0 0.3
-0.2 -0.1 0.4
-1.9 1.1 0.6
2.5 -2.0 -0.9
-0.5 0.4 0.6
0.1 0.2 0.1
0.1 0.1 -0.2
0.2 0.3 -0.2
-0.4 0.1 0.1
0.3 -0.1 0.0
-0.3 0.2 -0.4
0.9 -0.3 0.7
0.6 -1.8 2.5
-0.3 1.5 -0.9
0.0 0.3 -0.5
-0.3 0.6 -1.1
-0.9 -0.3 -0.4
0.6 0.1 0.1
-0.3 0.3 -0.3
-0.7 -0.5 -0.1
0.2 0.1 -0.1
0.3 -0.1 1.8
1.1 1.6 -2.8
-0.9 -0.5 0.4
-0.7 -1.4 -0.6
0.2 0.0 0.2
0.2 -0.7 -0.4
-0.3 -0.1 -0.4
-0.2 0.9 0.5
-0.3 0.0 0.5
0.6 0.3 0.8
0.1 0.5 0.3
-1.1 0.5 -2.1
0.6 0.1 1.1
-0.5 0.0 -0.8
0.3 -0.3 -0.2
0.5 -0.3 -0.1
0.5 0.3 0.1
-1.1 -0.8 -0.4
0.3 -0.2 1.6
0.7 0.0 0.5
0.0 1.3 -1.0
2.1 0.4 1.6
-0.6 -0.1 -1.1
-1.3 -0.3 1.0
-0.5 -0.3 -0.3
0.2 -1.2 0.8
-0.6 -0.5 0.2
0.3 0.6 -0.4
0.1 -0.4 -0.4
0.3 0.5 -0.3

The calculated total energy is -3803.02111 hartree. As for the charge: +1. Its expectation value of S² is 0.754. The LUMO energy (alpha / beta) is -2.7 / -6.7 eV. As for the multiplicity: 2.

DFT (ωB97M-V with the def2-TZVPD basis set) results for a structure of composition C4H5O2Pr.

Last column: Mulliken spin population.
Positions of all 12 atoms, in Å:
H 1.20767 -2.67842 -1.13578  0.000
O 1.16884 -1.72699 -1.26529  0.000
C -0.06982 -1.24593 -0.78437  0.000
C 0.02315 0.18779 -0.45706  -0.002
C -0.10675 1.43686 -0.79194  -0.002
H -0.38478 -1.79477 0.12132  0.000
H -0.87019 -1.38055 -1.53368  0.000
H -0.37836 2.17510 -1.54090  0.000
C 0.21610 1.19601 0.73303  -0.002
O -0.74071 1.44693 1.66191  -0.018
Pr -1.31666 0.91900 3.98225  3.026
H 1.25149 1.46498 1.01051  -0.001

Atomic forces in eV per Å
0.0 0.0 -0.1
0.2 0.1 0.1
-0.7 -0.5 -0.1
0.2 1.5 1.6
0.1 -0.3 1.4
0.1 0.1 -0.2
0.3 0.0 0.1
0.1 -0.2 0.2
0.9 -0.2 -3.7
-1.3 -1.0 3.9
0.8 0.8 -3.3
-0.5 -0.2 0.1

The energy above the lowest of the compared OMol25 structures with the same formula, charge and spin is 0.000 eV. The calculated total energy is -822.49686 hartree. As for the charge: +1. Its expectation value of S² is 3.754. The LUMO energy (alpha / beta) is -5.5 / -5.5 eV. As for the multiplicity: 4.

DFT (ωB97M-V with the def2-TZVPD basis set) results for a structure of composition H3N3O.

Last column: Mulliken charge in e.
Positions of all 7 atoms, in Å:
N -1.36619 -0.47395 0.59881  -0.412
N 0.50305 0.18507 -0.97181  -0.415
N 0.27182 0.29424 0.39036  0.529
O 0.94175 0.80682 1.26764  -0.458
H -1.68472 -0.49661 1.56614  0.133
H -0.19819 -0.41716 -1.45592  0.318
H 1.53248 0.10158 -1.39522  0.306

Atomic forces in eV per Å
3.0 0.9 -2.5
2.6 -0.2 0.1
-4.1 -1.8 1.6
-0.4 -1.0 -3.2
1.1 0.8 0.8
0.6 0.7 1.3
-2.9 0.5 1.9

The energy above the lowest of the compared OMol25 structures with the same formula, charge and spin is 5.548 eV. The calculated total energy is -241.06975 hartree. The LUMO energy (alpha / beta) is -0.4 / -0.4 eV. As for the multiplicity: 1.

DFT (ωB97M-V with the def2-TZVPD basis set) results for a cluster of 2 separate species, C2H3Br2N3 in total.

Last column: Mulliken charge in e.
Positions of all 10 atoms, in Å:
C -0.68545 -0.38871 0.76151  -0.001
C 0.10352 0.59465 -0.00916  -0.092
N 0.18151 -1.50048 0.86828  -0.147
N 1.24281 -1.29341 0.25241  -0.409
N 1.26776 -0.06138 -0.26810  0.239
Br -2.41227 -1.03915 -0.22112  -0.200
Br 0.01771 2.44396 0.20711  -0.063
H -1.12768 -0.05598 1.69915  0.394
H -0.63736 1.04573 -2.47034  0.048
H 2.04946 0.25478 -0.81973  0.230

Atomic forces in eV per Å
-0.1 1.0 -0.5
-0.3 -0.2 0.5
-0.4 -0.8 0.5
1.1 -0.7 -0.3
-0.6 0.9 -0.2
0.3 0.2 0.1
0.0 -0.1 -0.1
0.0 -0.1 -0.2
0.0 -0.1 0.0
0.0 -0.1 0.0

The energy above the lowest of the compared OMol25 structures with the same formula, charge and spin is 5.959 eV. The calculated total energy is -5390.10508 hartree. The LUMO energy (alpha / beta) is -1.5 / -0.9 eV. As for the multiplicity: 1.

DFT (ωB97M-V with the def2-TZVPD basis set) results for a structure of composition C35H23Cl3N7O4V.

Last column: Mulliken spin population.
Positions of all 73 atoms, in Å:
V 1.01041 0.34819 -0.34803  1.917
Cl 2.12233 -5.02016 3.47550  0.000
C 2.01010 -4.01362 2.06651  -0.001
C 2.29695 -2.65712 2.21249  -0.008
C 2.14155 -1.82135 1.12571  -0.040
N 2.22218 -0.42072 1.10579  -0.057
C 2.84033 0.31195 2.03264  0.000
O 3.49384 -0.03301 3.00885  0.022
C 2.59870 1.78568 1.76546  0.034
C 3.15923 2.75724 2.57365  -0.007
C 2.83247 4.08171 2.33762  0.009
C 1.94229 4.38532 1.31783  -0.006
C 1.42294 3.35377 0.55712  0.019
N 1.75851 2.07754 0.76099  0.000
C 1.74705 -2.35486 -0.11964  0.063
C 1.50177 -3.70146 -0.27085  -0.003
C 1.61373 -4.52959 0.84564  0.002
Cl 1.21671 -6.20943 0.66525  0.000
N 1.63210 -1.35249 -1.09212  -0.037
C 1.81031 -1.48581 -2.41339  -0.001
O 1.89813 -2.49486 -3.09094  0.005
C 2.01095 -0.10430 -3.02114  0.037
C 2.32172 0.05701 -4.35457  -0.002
C 2.61998 1.32973 -4.81570  0.009
C 2.59757 2.39017 -3.92520  -0.004
C 2.25559 2.14624 -2.60621  0.028
N 1.97060 0.92620 -2.15698  -0.010
H 2.61406 -2.26812 3.16770  0.001
H 3.81922 2.43691 3.36723  0.001
H 3.25104 4.86882 2.95109  0.000
H 1.63816 5.40214 1.11468  0.000
H 0.70298 3.53573 -0.23067  0.004
H 1.20692 -4.10719 -1.22717  0.000
H 2.33591 -0.82121 -4.98479  0.000
H 2.87122 1.49139 -5.85559  0.000
H 2.83104 3.39799 -4.23641  0.000
H 2.20574 2.95091 -1.88622  -0.003
N -1.58668 -2.73711 0.46993  -0.002
C -1.88535 -2.36529 -0.84127  0.014
C -2.77624 -3.18577 -1.54491  0.000
C -3.03241 -2.89434 -2.86534  0.000
C -2.41531 -1.79335 -3.44763  0.002
C -1.57660 -1.03583 -2.65819  0.014
N -1.30812 -1.30311 -1.37570  -0.008
C -1.09707 -2.04693 1.56026  0.008
C -1.16210 -2.73647 2.79174  0.000
C -0.75548 -2.11087 3.93679  0.000
C -0.30691 -0.78779 3.86105  0.000
C -0.25563 -0.21368 2.61868  0.028
N -0.59997 -0.82034 1.46501  0.020
H -1.92472 -3.65231 0.71024  0.000
H -3.24726 -4.02698 -1.05320  0.000
H -3.70879 -3.51709 -3.43624  0.000
H -2.58137 -1.52661 -4.48093  0.000
H -1.09186 -0.15755 -3.06835  -0.001
H -1.52053 -3.75787 2.81342  0.000
H -0.78443 -2.63616 4.88243  0.000
H 0.01112 -0.23608 4.73308  0.000
H 0.09889 0.80488 2.51469  -0.009
Cl -6.20143 3.36904 2.23659  0.000
C -4.82212 2.98704 1.24609  0.001
C -3.78943 2.23657 1.78180  0.000
C -2.69660 1.93787 0.98241  0.002
C -2.63771 2.38333 -0.33130  -0.002
C -3.68969 3.13150 -0.85040  0.002
C -4.78662 3.43941 -0.06419  0.000
C -1.46912 2.06540 -1.22034  -0.015
O -1.44814 2.41397 -2.38674  0.014
O -0.50100 1.42239 -0.63686  -0.049
H -3.84558 1.88910 2.80404  0.000
H -1.88768 1.33598 1.37022  0.010
H -3.63238 3.46548 -1.87742  0.000
H -5.60998 4.02022 -0.45566  0.000

Atomic forces in eV per Å
-0.1 -0.2 0.5
0.0 0.0 0.0
0.0 0.1 0.1
0.0 -0.1 0.1
0.0 0.1 -0.1
0.1 -0.3 0.0
0.0 0.2 0.0
0.0 0.0 0.0
0.0 -0.1 0.0
0.0 0.0 0.0
0.0 0.0 0.0
0.0 0.0 0.0
0.0 0.0 0.0
0.1 -0.1 0.1
0.2 0.1 -0.2
0.0 -0.1 0.0
0.0 0.0 -0.1
0.0 0.0 0.0
-0.1 -0.2 0.0
0.2 0.1 -0.1
0.0 0.0 0.0
0.1 -0.1 0.1
0.0 0.0 0.0
0.0 0.0 0.0
0.0 0.0 0.1
-0.1 0.1 0.0
-0.1 -0.1 -0.2
0.0 0.0 0.0
0.0 0.0 0.0
0.0 0.0 0.0
0.0 0.0 0.0
0.0 0.0 0.0
0.0 0.0 0.0
0.0 0.0 0.0
0.0 0.0 0.0
0.0 0.0 0.0
0.0 0.0 0.0
0.0 0.0 -0.1
0.1 0.0 0.1
0.0 0.0 -0.1
0.0 0.0 0.0
0.0 0.0 0.0
0.0 0.1 0.0
0.1 0.0 0.0
0.0 -0.1 0.0
0.0 0.0 0.0
0.0 0.1 0.0
0.0 -0.1 0.0
0.0 0.1 -0.1
0.1 0.2 -0.1
0.0 -0.1 0.0
0.0 0.0 0.0
0.0 0.0 0.0
0.0 0.0 0.0
0.0 0.1 0.0
0.0 0.0 0.0
0.0 0.0 0.0
0.0 0.0 0.0
0.0 0.0 0.0
0.0 0.0 0.0
-0.1 0.0 0.0
0.0 0.0 0.0
0.0 0.0 0.0
-0.1 0.0 -0.1
0.0 0.0 0.0
0.0 0.0 0.0
0.2 0.0 0.1
0.0 0.0 -0.1
-0.5 0.5 -0.1
0.0 0.0 0.0
0.0 0.0 0.0
0.0 0.0 0.0
0.0 0.0 0.0

The energy above the lowest of the compared OMol25 structures with the same formula, charge and spin is 0.524 eV. The calculated total energy is -4356.62963 hartree. Its expectation value of S² is 2.012. The LUMO energy (alpha / beta) is -0.3 / -0.4 eV. As for the multiplicity: 3.

DFT (ωB97M-V with the def2-TZVPD basis set) results for the ion C2H5NO2P with charge +1.

Last column: Mulliken charge in e.
Positions of all 11 atoms, in Å:
O -2.17979 0.25419 -1.58686  -0.402
N -1.20650 0.14627 -0.91584  0.814
O -1.22707 -0.72136 0.03616  -0.218
C 0.13434 -0.92052 0.69170  -0.201
C 1.00929 0.26476 0.25702  -0.580
P 0.23390 1.05852 -1.26780  0.124
H 0.53417 -1.96356 0.51678  0.279
H 0.00612 -0.79497 1.80951  0.264
H 1.20565 0.86291 1.11344  0.385
H 2.04186 -0.13138 -0.04003  0.365
H -0.55196 1.94514 -0.61408  0.169

Atomic forces in eV per Å
0.4 0.1 0.7
-2.4 -1.7 -1.6
0.9 -1.3 1.5
0.0 0.2 1.3
1.9 -1.5 -1.6
2.4 -0.2 0.4
-0.9 1.3 -0.4
-0.6 -0.5 -1.4
-0.2 1.1 0.4
-1.4 0.5 0.2
-0.2 1.9 0.6

The energy above the lowest of the compared OMol25 structures with the same formula, charge and spin is 4.521 eV. The SMILES is O=[N+]1OCCP1. The calculated total energy is -625.36378 hartree. As for the charge: +1. The LUMO energy is -6.3 eV. As for the multiplicity: 1.